No. 1
Molecular formula: C2H6INOS
Method: DFT, ωB97M-V/def2-TZVPD

As for the HOMO-LUMO gap: 8.7460 eV. For the calculated total energy, the calculation gives -905.5359 Ha. The HOMO energy comes out at -9.04 eV. The SMILES is CCN(I)OS. Its energy above the lowest of the compared OMol25 structures with the same formula, charge and spin is 204.6 kJ/mol.

Last columns: bonded neighbours and bond lengths (Å).
CARTESIAN COORDINATES (ANGSTROEM)
1 C 0.990 0.417 -0.337  C2 1.500, H7 1.090, H8 1.072, H9 1.141
2 C -0.354 0.638 0.289  C1 1.500, N3 1.484, H10 1.200, H11 1.128
3 N -1.371 -0.288 -0.271  C2 1.484, I4 2.116, O5 1.383
4 I -3.337 0.451 -0.014  N3 2.116
5 O -1.261 -1.451 0.469  N3 1.383, S6 1.611
6 S -1.489 -2.939 -0.106  O5 1.611, H12 1.383
7 H 0.853 0.091 -1.368  C1 1.090
8 H 1.610 1.292 -0.356  C1 1.072
9 H 1.470 -0.390 0.310  C1 1.141
10 H -0.456 0.396 1.461  C2 1.200
11 H -0.679 1.711 0.166  C2 1.128
12 H -2.581 -3.523 0.510  S6 1.383

Atomic partial charges in e from the Mulliken method, atoms 1 to 8: -1.14, -0.12, -0.35, 0.08, -0.11, -0.09, 0.33, 0.34

No. 2
Molecular formula: C4H7NS2
Method: DFT, ωB97M-V/def2-TZVPD

As for the HOMO-LUMO gap: 8.2917 eV. For the calculated total energy, the calculation gives -1007.7258 Ha. The HOMO energy comes out at -8.29 eV. The SMILES is C/C(N)=C/C(=S)S. Its energy above the lowest of the compared OMol25 structures with the same formula, charge and spin is 22.2 kJ/mol.

Last columns: bonded neighbours and bond lengths (Å).
CARTESIAN COORDINATES (ANGSTROEM)
1 C 2.846 -1.123 0.312  C2 1.496, H8 1.110, H9 1.116, H10 1.111
2 C 1.689 -0.278 -0.121  C1 1.496, N3 1.361, C4 1.385
3 N 1.998 1.026 -0.357  C2 1.361, H11 1.023, H12 0.991
4 C 0.397 -0.778 -0.118  C2 1.385, C5 1.458, H13 1.067
5 C -0.809 0.038 -0.050  C4 1.458, S6 1.622, S7 1.796
6 S -0.900 1.639 0.197  C5 1.622
7 S -2.289 -0.982 -0.032  C5 1.796, H14 1.352
8 H 3.677 -0.979 -0.409  C1 1.110
9 H 3.191 -0.710 1.290  C1 1.116
10 H 2.568 -2.187 0.468  C1 1.111
11 H 1.226 1.664 -0.570  N3 1.023
12 H 2.941 1.324 -0.414  N3 0.991
13 H 0.371 -1.842 -0.186  C4 1.067
14 H -1.684 -2.115 -0.453  S7 1.352

Atomic partial charges in e from the Mulliken method, atoms 1 to 8: -1.27, 0.76, -0.32, -0.66, 0.64, -0.43, -0.21, 0.34

| no. | strongest force on any atom (eV Å⁻¹) |
| --- | --- |
| 1 | 3.5 |
| 2 | 2.6 |